# 1
ORCA calculation (ωB97M-V with the def2-TZVPD basis set) on C40H33N3O2P2S2TeZr as an isolated structure at a distorted geometry.

```
84
C40H33N3O2P2S2TeZr | OMol25 | ωB97M-V with the def2-TZVPD basis set
Zr -0.5668 -0.4879 -1.2087
Te 1.9079 2.2912 0.5492
C 1.4405 2.7427 2.5260
C 2.3883 2.5559 3.5217
C 2.0414 2.8652 4.8297
N 0.8442 3.3370 5.1796
C -0.0446 3.5375 4.2056
C 0.1989 3.2581 2.8665
C 1.3134 0.1142 0.5074
P 1.9631 -0.4284 -1.0664
C 3.7541 -0.4199 -1.1804
C 4.5424 -0.1217 -0.0763
C 5.9237 -0.1656 -0.2053
C 6.5025 -0.4957 -1.4221
C 5.7066 -0.7937 -2.5238
C 4.3268 -0.7489 -2.4106
C 1.5177 -2.2136 -1.0830
C 0.6210 -2.6690 -2.0589
C 0.2256 -4.0081 -2.0981
C 0.7429 -4.8864 -1.1679
C 1.6428 -4.4395 -0.1913
C 2.0161 -3.1107 -0.1353
P -0.2810 0.2468 1.4243
C 0.1048 -0.6722 2.9878
C -0.9239 -1.1779 3.7834
C -0.6407 -1.7904 4.9939
C 0.6756 -1.8923 5.4286
C 1.6991 -1.3741 4.6501
C 1.4174 -0.7606 3.4340
C -1.5864 -1.0455 0.8284
C -2.8876 -0.5660 0.6414
C -3.9178 -1.4325 0.2691
C -3.6312 -2.7583 0.0006
C -2.3347 -3.2514 0.1752
C -1.3221 -2.4099 0.6038
H 3.3798 2.1831 3.3008
H 2.7598 2.7237 5.6291
H -1.0050 3.9384 4.5094
H -0.5641 3.4424 2.1231
H 4.0856 0.1259 0.8711
H 6.5451 0.0594 0.6515
H 7.5804 -0.5218 -1.5133
H 6.1608 -1.0571 -3.4692
H 3.7111 -0.9768 -3.2733
H 0.3207 -2.0121 -2.8895
H -0.4546 -4.3545 -2.8652
H 0.4633 -5.9317 -1.2029
H 2.0507 -5.1447 0.5219
H 2.7035 -2.7593 0.6255
H -1.9598 -1.0928 3.4712
H -1.4463 -2.1834 5.6002
H 0.8988 -2.3718 6.3729
H 2.7244 -1.4394 4.9920
H 2.2225 -0.3628 2.8266
H -3.0900 0.4768 0.8615
H -4.9303 -1.0594 0.1790
H -4.4192 -3.4261 -0.3226
H -2.1316 -4.3028 0.0202
H -0.3535 -2.8062 0.8836
O -3.9416 2.9189 -1.2749
C -4.6074 1.8796 -1.8038
C -5.9980 1.9918 -1.8584
C -6.7524 0.9584 -2.3607
C -6.1578 -0.2273 -2.8260
C -4.7969 -0.3523 -2.7677
C -3.9950 0.6944 -2.2616
C -2.5698 0.5184 -2.2569
O -2.0411 -0.6706 -2.5401
N -1.7430 1.5041 -1.8822
N -0.3958 1.3070 -2.2939
C 0.2102 2.4295 -2.5984
S -0.5773 3.9393 -2.6010
C 0.9487 4.8786 -2.8621
C 1.8448 4.0707 -3.7783
S 1.8319 2.3634 -3.1705
H -2.9818 2.7457 -1.3325
H -6.4515 2.9075 -1.5038
H -7.8290 1.0675 -2.3998
H -6.7677 -1.0209 -3.2329
H -4.3110 -1.2484 -3.1297
H 1.4089 5.0432 -1.8889
H 0.6776 5.8382 -3.2996
H 2.8742 4.4233 -3.7514
H 1.4885 4.0649 -4.8069
```

Values from the calculation:
HOMO level   -12.5 eV
Gap between HOMO and LUMO   5.837 eV
Net charge   +2

# 2
ORCA calculation (ωB97M-V with the def2-TZVPD basis set) on C40H34As2Cl2LuNS as an isolated structure at a distorted geometry.

```
81
C40H34As2Cl2LuNS | OMol25 | ωB97M-V with the def2-TZVPD basis set
Lu 0.0000 0.0000 0.0000
Cl -1.5796 1.7219 -0.9917
C -2.0428 1.9476 -2.6200
C -2.9188 2.9221 -3.0763
C -3.1956 2.9752 -4.4412
C -2.5916 2.0560 -5.3122
C -1.7071 1.0765 -4.8299
Cl -1.0175 -0.0073 -5.9886
C -1.4410 1.0366 -3.4639
S -0.4213 -0.0261 -2.5906
H -3.3717 3.6198 -2.3826
H -3.8765 3.7254 -4.8307
H -2.8127 2.1042 -6.3747
C 3.2358 -1.6943 -0.1450
C 2.8431 -2.5670 -1.3039
As 0.9168 -2.1819 -1.5454
C 0.8544 -3.0468 -3.3020
C 1.3227 -4.3572 -3.4971
C 1.2623 -4.9454 -4.7635
C 0.7357 -4.2311 -5.8426
C 0.2695 -2.9269 -5.6550
C 0.3287 -2.3363 -4.3881
C -0.0768 -3.6666 -0.6950
C 0.5278 -4.8314 -0.1883
C -0.2504 -5.8268 0.4108
C -1.6349 -5.6719 0.5075
C -2.2436 -4.5208 0.0037
C -1.4677 -3.5240 -0.5942
As 1.7998 -1.9467 1.1620
C 2.4237 -3.5468 2.1288
C 3.5972 -4.2432 1.7858
C 3.9847 -5.3748 2.5103
C 3.2067 -5.8248 3.5783
C 2.0370 -5.1451 3.9216
C 1.6475 -4.0133 3.2002
C 2.3632 -0.6771 2.5552
C 1.5977 -0.5930 3.7279
C 1.9489 0.3010 4.7429
C 3.0675 1.1231 4.5944
C 3.8346 1.0516 3.4296
C 3.4861 0.1575 2.4120
H 3.1651 -0.6378 -0.4831
H 4.2679 -1.8718 0.2171
H 3.0260 -3.6364 -1.1056
H 3.4378 -2.2658 -2.1922
H 1.7354 -4.9261 -2.6778
H 1.6244 -5.9555 -4.9079
H 0.6899 -4.6883 -6.8224
H -0.1376 -2.3739 -6.4912
H -0.0345 -1.3260 -4.2515
H 1.5907 -4.9847 -0.2434
H 0.2215 -6.7189 0.8021
H -2.2356 -6.4430 0.9723
H -3.3166 -4.3992 0.0780
H -1.9501 -2.6343 -0.9782
H 4.2226 -3.9317 0.9678
H 4.8901 -5.9037 2.2420
H 3.5087 -6.7007 4.1377
H 1.4306 -5.4952 4.7473
H 0.7348 -3.5040 3.4760
H 0.7230 -1.2151 3.8550
H 1.3511 0.3591 5.6434
H 3.3381 1.8169 5.3799
H 4.6999 1.6913 3.3139
H 4.0989 0.1313 1.5258
C -0.7414 1.7440 1.2129
C -1.2902 2.8875 1.9384
C -2.1635 2.6912 3.0129
C -2.6080 3.7801 3.7696
C -2.1861 5.0744 3.4509
C -1.3239 5.2742 2.3683
C -0.8759 4.1830 1.6166
C -2.6244 6.1897 4.2395
N -2.9755 7.0905 4.8805
H -1.0192 0.7291 1.5515
H 0.3641 1.7748 1.0417
H -2.4862 1.6894 3.2879
H -3.2724 3.6069 4.6142
H -0.9846 6.2754 2.1093
H -0.1922 4.3528 0.7874
H 0.3260 0.0159 1.9834
```

Values from the calculation:
HOMO level (spin up / spin down)   -6.1 / -6.1 eV
Gap between HOMO and LUMO (spin up / spin down)   5.191 / 5.190 eV
Net charge   0

# 3
ORCA calculation (ωB97M-V with the def2-TZVPD basis set) on C40H34BBr2F2N6NaOS as an isolated structure.

```
88
C40H34BBr2F2N6NaOS | OMol25 | ωB97M-V with the def2-TZVPD basis set
Na 0.1099 -0.6388 -0.6403
C -2.5742 0.9137 -1.0156
N -1.5246 1.3121 -0.0682
C -1.0911 2.6559 -0.4430
C 0.1386 3.2228 0.2262
C 1.0858 3.9026 -0.5400
C 2.1721 4.4849 0.0855
C 2.2928 4.3702 1.4634
C 1.2997 3.6872 2.1458
N 0.2424 3.1398 1.5494
C -1.9766 1.2053 1.3140
C -1.0244 0.5355 2.2782
C -1.3276 0.6102 3.6398
C -0.5140 -0.0207 4.5560
C 0.5969 -0.7174 4.0969
C 0.8218 -0.7411 2.7345
N 0.0367 -0.1350 1.8386
C -3.1451 -0.4536 -0.7420
C -4.4433 -0.7162 -0.9599
C -4.9555 -2.0730 -0.7855
C -4.1672 -3.0381 -0.3049
C -2.7487 -2.7951 0.0411
N -2.2354 -1.3873 -0.2731
H -2.1213 0.9104 -2.0134
H -3.3977 1.6441 -1.0396
H -1.9086 3.3819 -0.2773
H -0.9022 2.6400 -1.5185
H 0.9693 3.9574 -1.6161
H 2.9207 5.0133 -0.4926
H 3.1297 4.8020 1.9961
H 1.3406 3.5777 3.2253
H -2.8951 0.6118 1.3330
H -2.2241 2.1903 1.7241
H -2.1989 1.1670 3.9639
H -0.7379 0.0257 5.6145
H 1.2670 -1.2282 4.7754
H 1.6760 -1.2714 2.3266
H -5.1149 0.0825 -1.2499
H -5.9889 -2.2793 -1.0362
H -4.5568 -4.0376 -0.1423
H -2.4789 -3.1077 1.0533
Br 6.4629 1.9737 -1.4054
C 4.6337 1.5576 -1.1589
C 4.1370 1.3814 0.1170
C 2.7924 1.0618 0.2252
N 1.9826 0.9190 -0.8166
C 2.4762 1.0871 -2.0429
C 3.8122 1.4117 -2.2599
C 1.5384 0.8781 -3.1715
C 1.7791 1.4240 -4.4295
C 0.8858 1.1465 -5.4467
Br 1.1726 1.8780 -7.1676
C -0.2100 0.3398 -5.2110
C -0.3791 -0.1372 -3.9198
N 0.4572 0.1362 -2.9216
H 4.7671 1.4735 0.9901
H 2.3373 0.9214 1.2011
H 4.2169 1.5058 -3.2570
H 2.6296 2.0643 -4.6138
H -0.9108 0.0899 -5.9943
H -1.2208 -0.7802 -3.6771
O 2.8536 -1.9079 -1.6234
S 2.7219 -2.3490 -0.2142
C 2.5897 -4.1356 -0.1981
C 3.3489 -4.8999 -1.0710
C 3.2102 -6.2762 -1.0528
C 2.3165 -6.8726 -0.1675
C 1.5539 -6.0977 0.6923
C 1.6805 -4.7146 0.6719
C 4.3829 -2.2674 0.4864
C 4.5841 -2.5594 1.8291
C 5.8565 -2.4425 2.3654
C 6.9142 -2.0309 1.5620
C 6.6996 -1.7377 0.2220
C 5.4260 -1.8507 -0.3192
H 4.0275 -4.4078 -1.7588
H 3.7935 -6.8876 -1.7293
H 2.2048 -7.9497 -0.1629
H 0.8419 -6.5652 1.3601
H 1.0602 -4.0870 1.3008
H 3.7536 -2.8890 2.4459
H 6.0266 -2.6739 3.4093
H 7.9069 -1.9386 1.9839
H 7.5225 -1.4112 -0.4011
H 5.2202 -1.6168 -1.3584
F -0.2611 -2.7787 -0.7120
B -1.6416 -2.5562 -1.0272
F -1.8376 -2.6606 -2.4009
```

Values from the calculation:
HOMO level   -6.0 eV
Gap between HOMO and LUMO   5.806 eV
Net charge   0

# 4
ORCA calculation (ωB97M-V with the def2-TZVPD basis set) on C40H34Cl3N5O4Ti as an isolated structure at a distorted geometry.

```
87
C40H34Cl3N5O4Ti | OMol25 | ωB97M-V with the def2-TZVPD basis set
Ti -0.9097 0.5188 0.4770
C -3.5647 1.5837 1.7480
C -4.0737 1.1134 0.3631
C -3.6406 -0.2722 -0.0644
C -4.4986 -1.3528 0.0423
C -4.0858 -2.6139 -0.3652
C -2.8293 -2.7383 -0.9470
C -2.0223 -1.6249 -1.0304
N -2.3883 -0.4167 -0.5598
N -2.1125 1.8495 1.8631
C -1.5958 1.6210 3.2238
C -0.1852 1.0682 3.1862
C 0.3934 0.5434 4.3253
C 1.6907 0.0553 4.2745
C 2.3704 0.1452 3.0662
C 1.7120 0.6442 1.9663
N 0.4348 1.0824 1.9871
C -1.7526 3.2094 1.4317
C -1.8756 3.2728 -0.0559
C -2.4879 4.3030 -0.7305
C -2.6715 4.2114 -2.1085
C -2.2254 3.0481 -2.7332
C -1.6090 2.0607 -2.0020
N -1.3990 2.1444 -0.6552
H -3.8099 0.7962 2.4596
H -4.1264 2.4851 2.0271
H -3.7969 1.8281 -0.4064
H -5.1633 1.1202 0.4313
H -5.4916 -1.2083 0.4496
H -4.7324 -3.4722 -0.2433
H -2.4767 -3.6916 -1.3147
H -1.0328 -1.6717 -1.4700
H -2.2218 0.9030 3.7489
H -1.6087 2.5555 3.8002
H -0.1783 0.4950 5.2440
H 2.1505 -0.3860 5.1480
H 3.3891 -0.2026 2.9709
H 2.2100 0.6822 1.0091
H -0.7100 3.3830 1.7127
H -2.3817 3.9655 1.9182
H -2.8283 5.1717 -0.1813
H -3.1577 5.0007 -2.6633
H -2.3559 2.9154 -3.7989
H -1.2590 1.1564 -2.4809
Cl -2.7415 -6.1297 5.5244
C -2.2160 -4.8364 4.4958
C -0.8862 -4.7573 4.1137
C -0.4794 -3.7313 3.2769
C -1.3900 -2.7798 2.8364
C -2.7201 -2.8647 3.2425
C -3.1384 -3.8914 4.0708
C -0.9658 -1.6666 1.9309
O 0.0927 -1.6921 1.2937
O -1.7589 -0.6633 1.8486
H -0.1813 -5.5001 4.4615
H 0.5517 -3.6525 2.9564
H -3.4229 -2.1214 2.8921
H -4.1720 -3.9642 4.3814
Cl 4.9661 -0.9542 0.2374
C 4.7025 -1.8448 -1.2358
C 4.9302 -3.2025 -1.2131
C 4.7351 -3.9391 -2.3673
C 4.2657 -3.3044 -3.4992
C 4.0092 -1.9407 -3.5109
Cl 3.2400 -1.3484 -4.9449
C 4.2677 -1.1379 -2.3776
N 4.1174 0.2291 -2.2233
C 3.8413 1.2617 -3.1407
C 4.7152 1.5342 -4.1894
C 4.4629 2.5797 -5.0588
C 3.3365 3.3686 -4.8837
C 2.4918 3.1266 -3.8119
C 2.7393 2.0941 -2.9164
C 1.8181 1.8624 -1.7537
C 1.1028 0.4932 -1.7705
O 1.1656 -0.2511 -2.7256
O 0.4324 0.2339 -0.6813
H 5.2509 -3.6796 -0.2979
H 4.9179 -5.0046 -2.3747
H 4.0562 -3.8723 -4.3949
H 3.9292 0.4719 -1.2655
H 5.5892 0.9101 -4.3184
H 5.1511 2.7858 -5.8685
H 3.1199 4.1742 -5.5734
H 1.6114 3.7443 -3.6736
H 1.0284 2.6127 -1.7577
H 2.3417 1.9658 -0.7971
```

Values from the calculation:
HOMO level (spin up / spin down)   -4.4 / -5.1 eV
Gap between HOMO and LUMO (spin up / spin down)   4.501 / 5.325 eV
Net charge   0

# 5
ORCA calculation (ωB97M-V with the def2-TZVPD basis set) on C40H34HfIN7O3S as an isolated structure at a distorted geometry.

```
87
C40H34HfIN7O3S | OMol25 | ωB97M-V with the def2-TZVPD basis set
Hf 1.4268 -1.2915 -0.3668
C 5.2416 1.0925 -1.0415
C 4.1993 1.4745 -0.0306
N 4.1312 2.7349 0.3369
C 3.2227 3.1152 1.2549
C 2.3777 2.2483 1.8933
C 1.4008 2.7477 2.9172
O 0.1455 2.1289 2.6327
C 2.4245 0.8934 1.5187
C 1.7115 -0.1115 2.3274
N 1.4086 -1.2651 1.8681
C 0.8292 -2.2884 2.6756
C -0.1953 -2.0199 3.5679
C -0.7564 -3.0621 4.2919
C -0.3046 -4.3628 4.1159
C 0.7120 -4.6393 3.2091
C 1.2689 -3.5954 2.4927
I 2.8378 -3.9702 1.1592
C 3.3187 0.5095 0.5116
O 3.3199 -0.7507 0.0296
H 5.3963 1.9242 -1.7271
H 4.9730 0.1922 -1.5921
H 6.1941 0.8948 -0.5454
H 3.1848 4.1752 1.4785
H 1.3381 3.8343 2.8410
H 1.7346 2.5094 3.9331
H -0.5464 2.5525 3.1526
H 1.5045 0.1288 3.3681
H -0.5696 -1.0072 3.6677
H -1.5568 -2.8580 4.9902
H -0.7405 -5.1720 4.6861
H 1.0616 -5.6528 3.0697
C 3.0554 -1.2987 -3.3416
N 2.6256 -2.2976 -2.3312
C 2.0138 -3.5198 -2.8947
C 0.8059 -3.8818 -2.1012
N 0.3855 -3.1738 -1.0749
C -0.7669 -3.8373 -0.5896
C -1.6163 -3.5438 0.4732
C -2.6557 -4.4204 0.7035
C -2.8579 -5.5589 -0.0974
C -2.0264 -5.8505 -1.1585
C -0.9809 -4.9608 -1.3716
N 0.0395 -4.9507 -2.3292
C 2.4864 0.0437 -3.0264
N 1.7059 0.2759 -1.9945
C 1.4001 1.6589 -2.0405
C 0.6337 2.4662 -1.2022
C 0.5644 3.8085 -1.5174
C 1.2352 4.3486 -2.6284
C 1.9955 3.5558 -3.4632
C 2.0538 2.2085 -3.1334
N 2.7290 1.1459 -3.7422
H 2.7184 -1.6113 -4.3301
H 4.1440 -1.2431 -3.3831
H 3.4451 -2.5606 -1.7909
H 2.7277 -4.3459 -2.8991
H 1.7230 -3.3420 -3.9299
H -1.4872 -2.6560 1.0753
H -3.3412 -4.2222 1.5166
H -3.6876 -6.2181 0.1188
H -2.1830 -6.7195 -1.7836
H 0.1790 -5.6300 -3.0605
H 0.1106 2.0649 -0.3447
H -0.0282 4.4635 -0.8916
H 1.1521 5.4067 -2.8366
H 2.5148 3.9642 -4.3199
H 3.3038 1.1978 -4.5680
C -6.6098 6.3279 1.0651
C -5.6220 5.2106 0.8411
O -4.4342 5.3424 0.8977
S -6.4393 3.6559 0.4120
C -5.0204 2.6194 0.2433
C -4.8322 1.5629 1.1299
C -3.7222 0.7429 1.0108
C -2.7837 0.9820 0.0064
C -2.9797 2.0362 -0.8900
C -4.0949 2.8442 -0.7727
C -1.5879 0.1960 -0.0827
C -0.5209 -0.3901 -0.1617
H -6.1597 7.2672 0.7537
H -6.8282 6.3789 2.1330
H -7.5453 6.1585 0.5336
H -5.5522 1.3921 1.9198
H -3.5716 -0.0772 1.7013
H -2.2543 2.2140 -1.6735
H -4.2518 3.6605 -1.4644
```

Values from the calculation:
HOMO level   -12.5 eV
Gap between HOMO and LUMO   7.042 eV
Net charge   +2